Computed, not measured: a 3-piece molecular cluster, C5H16O2 overall, with the ωB97M-V functional and the def2-TZVPD basis.

Atoms and positions in Å:
C1 0.54723 -1.24234 0.58903
C2 -0.03656 0.05406 0.12319
C3 -0.62960 -0.20920 -1.24805
C4 -0.28166 0.90716 -2.32436
C5 -2.17136 -0.62255 -1.23648
H1 1.59352 -1.12062 0.82503
H2 0.18200 -1.61038 1.67159
H3 0.33264 -2.17650 0.02169
H4 -0.87771 0.29198 0.91011
H5 0.82635 0.76515 0.20646
H6 -0.16094 -1.10317 -1.64909
H7 0.25595 1.62028 -1.96269
H8 -1.06917 1.40599 -2.91199
H9 0.06719 0.46896 -3.29869
H10 -2.27082 -1.30819 -0.35990
H11 -2.61020 -0.91824 -2.18534
H12 -2.66942 0.24560 -0.68243
H13 1.82390 1.71807 1.98892
H14 2.74568 2.39884 0.87014
O1 2.16277 1.75742 1.06634
H15 1.38509 -0.26432 2.69056
H16 0.02555 -0.84200 3.39027
O2 0.82956 -0.21602 3.50571

Properties
Energy relative to the best compared isomer or geometry (same formula, charge and spin): 2.901 eV
Molar mass: 108.2 g mol⁻¹
E_tot: -9536.9285 eV
HOMO-LUMO gap: 11.00 eV
Strongest force on any atom: 0.142 Eh/bohr
LUMO: 0.6 eV
HOMO level: -10.36 eV